{"formula": "C7H10N2O7S3", "method": "the ωB97M-V functional and the def2-TZVPD basis", "multiplicity": 1, "e_homo_ev": -9.7, "homo_lumo_gap_ev": 8.86, "smiles": "CS(=O)(=O)[C@@H]1OS(=O)(=O)O[C@H]1CCSc1nnco1", "species": ["C", "S", "O", "O", "C", "O", "S", "O", "O", "O", "C", "C", "C", "S", "C", "N", "N", "C", "O", "H", "H", "H", "H", "H", "H", "H", "H", "H", "H"], "positions_angstrom": [[2.49, -1.65, 0.01], [2.70, -0.08, -0.98], [2.08, -0.17, -2.42], [4.24, 0.15, -1.19], [1.96, 1.44, -0.17], [2.93, 2.38, 0.45], [2.47, 2.36, 2.10], [3.07, 3.58, 2.84], [2.99, 0.96, 2.57], [0.79, 2.33, 1.80], [0.66, 1.19, 0.83], [-0.79, 1.54, 0.14], [-1.42, 0.34, -0.78], [-1.37, -1.35, 0.10], [-3.13, -1.98, -0.07], [-4.17, -2.34, 0.97], [-5.27, -2.69, 0.15], [-4.94, -2.58, -1.34], [-3.55, -2.12, -1.50], [2.05, -1.46, 1.10], [1.81, -2.43, -0.58], [3.57, -2.15, 0.08], [1.51, 2.09, -1.07], [0.68, 0.25, 1.53], [-0.72, 2.52, -0.49], [-1.56, 1.76, 1.02], [-0.92, 0.27, -1.84], [-2.57, 0.62, -0.95], [-5.61, -2.79, -2.28]]}


{"formula": "C28H26N2O3S", "method": "the ωB97M-V functional and the def2-TZVPD basis", "relative_energy_ev": 0.0000, "multiplicity": 1, "e_homo_ev": -8.6, "homo_lumo_gap_ev": 8.94, "smiles": "Cc1ccc(C(=O)Nc2ccccc2-c2ccccc2)cc1S(=O)(=O)Nc1cccc(C)c1C", "species": ["C", "C", "C", "C", "C", "C", "C", "H", "H", "C", "O", "N", "C", "C", "C", "C", "C", "C", "C", "C", "C", "C", "C", "C", "H", "H", "H", "H", "H", "H", "H", "H", "H", "H", "H", "S", "O", "O", "N", "C", "C", "C", "C", "C", "C", "C", "H", "H", "H", "C", "H", "H", "H", "H", "H", "H", "H", "H", "H", "H"], "positions_angstrom": [[1.91, 3.48, -3.20], [0.93, 2.71, -2.37], [0.71, 1.35, -2.53], [-0.15, 0.65, -1.71], [-0.83, 1.29, -0.69], [-0.65, 2.67, -0.54], [0.21, 3.36, -1.37], [0.34, 4.42, -1.24], [-1.20, 3.17, 0.25], [-1.72, 0.58, 0.28], [-2.75, 1.07, 0.70], [-1.24, -0.64, 0.64], [-1.83, -1.50, 1.59], [-1.97, -2.84, 1.26], [-2.56, -3.72, 2.15], [-3.04, -3.26, 3.37], [-2.89, -1.93, 3.70], [-2.27, -1.03, 2.83], [-2.05, 0.36, 3.25], [-0.78, 0.93, 3.17], [-0.57, 2.24, 3.58], [-1.62, 2.99, 4.07], [-2.89, 2.43, 4.16], [-3.10, 1.12, 3.76], [-4.09, 0.69, 3.82], [-3.71, 3.02, 4.55], [-1.46, 4.01, 4.38], [0.42, 2.67, 3.50], [0.04, 0.34, 2.79], [-3.23, -1.57, 4.66], [-3.51, -3.94, 4.06], [-2.66, -4.77, 1.89], [-1.62, -3.19, 0.30], [-0.46, -1.02, 0.12], [-0.29, -0.40, -1.92], [1.64, 0.28, -3.64], [0.89, -0.91, -3.85], [2.16, 0.96, -4.79], [2.99, -0.09, -2.69], [2.68, -0.57, -1.39], [2.68, 0.31, -0.31], [2.31, -0.14, 0.94], [1.90, -1.45, 1.10], [1.92, -2.34, 0.04], [2.34, -1.91, -1.23], [2.44, -2.87, -2.37], [3.02, -2.42, -3.17], [2.91, -3.79, -2.05], [1.45, -3.10, -2.77], [1.50, -3.77, 0.24], [2.36, -4.43, 0.19], [1.03, -3.89, 1.22], [0.80, -4.08, -0.53], [1.57, -1.80, 2.07], [2.32, 0.54, 1.78], [2.98, 1.33, -0.45], [3.60, 0.72, -2.68], [1.50, 4.46, -3.45], [2.83, 3.63, -2.64], [2.15, 2.94, -4.12]]}


{"formula": "C29H26F5N3O9TeV", "method": "the ωB97M-V functional and the def2-TZVPD basis", "relative_energy_ev": 1.2227, "multiplicity": 1, "e_homo_ev": -5.5, "homo_lumo_gap_ev": 4.91, "charge": -1, "species": ["V", "O", "C", "O", "C", "C", "C", "N", "C", "C", "C", "O", "O", "H", "H", "H", "O", "C", "C", "C", "C", "N", "C", "C", "C", "C", "C", "C", "O", "C", "C", "N", "H", "H", "H", "H", "H", "H", "H", "H", "H", "H", "H", "H", "F", "Te", "F", "F", "F", "F", "O", "C", "C", "C", "C", "C", "C", "C", "C", "C", "C", "O", "O", "H", "H", "H", "H", "H", "H", "H", "H", "H", "H", "H"], "positions_angstrom": [[-0.11, 0.03, 0.27], [-0.15, -6.09, 3.80], [0.69, -5.78, 2.94], [1.75, -6.30, 2.53], [0.42, -4.41, 2.23], [0.65, -4.29, 0.86], [0.55, -3.06, 0.26], [0.26, -1.96, 0.97], [0.05, -2.07, 2.29], [0.09, -3.27, 2.96], [-0.06, -0.75, 3.01], [-0.20, -0.68, 4.20], [0.09, 0.26, 2.17], [0.93, -5.16, 0.28], [0.71, -2.93, -0.80], [-0.10, -3.30, 4.02], [2.36, 1.92, -5.87], [0.97, 1.89, -5.61], [0.71, 1.23, -4.30], [-0.59, 0.98, -3.89], [-0.81, 0.50, -2.63], [0.17, 0.20, -1.75], [1.44, 0.40, -2.17], [1.73, 0.92, -3.41], [2.48, 0.04, -1.19], [3.83, -0.05, -1.50], [4.73, -0.44, -0.52], [6.20, -0.63, -0.83], [6.51, -0.63, -2.21], [4.24, -0.67, 0.76], [2.89, -0.55, 0.99], [2.02, -0.22, 0.03], [2.52, 2.41, -6.68], [0.43, 1.35, -6.40], [0.56, 2.90, -5.56], [-1.44, 1.17, -4.54], [-1.82, 0.36, -2.32], [2.75, 1.12, -3.70], [4.17, 0.16, -2.51], [6.55, -1.54, -0.35], [6.76, 0.21, -0.40], [6.00, -1.33, -2.64], [4.91, -0.96, 1.56], [2.49, -0.71, 1.98], [-1.38, -2.05, -1.53], [-3.10, -1.24, -0.95], [-2.52, -2.33, 0.53], [-3.18, -1.33, -3.11], [-3.94, -2.89, -1.33], [-4.53, -0.97, 0.44], [-1.66, -0.02, 0.25], [-5.53, 3.01, -2.02], [-4.16, 2.99, -1.40], [-3.99, 2.61, -0.08], [-2.74, 2.64, 0.54], [-2.61, 2.32, 2.01], [-1.64, 3.05, -0.21], [-1.78, 3.46, -1.54], [-0.59, 3.98, -2.31], [-3.05, 3.43, -2.12], [-0.24, 3.00, 0.33], [0.35, 3.96, 0.73], [0.36, 1.78, 0.23], [-6.12, 2.15, -1.69], [-5.47, 2.99, -3.11], [-6.06, 3.92, -1.72], [-4.85, 2.28, 0.49], [-3.59, 2.30, 2.48], [-1.99, 3.06, 2.51], [-2.15, 1.35, 2.17], [0.24, 3.27, -2.29], [-0.23, 4.90, -1.86], [-0.86, 4.18, -3.35], [-3.17, 3.77, -3.14]]}


{"formula": "C39H99NO11", "method": "the ωB97M-V functional and the def2-TZVPD basis", "relative_energy_ev": 0.4337, "multiplicity": 2, "e_homo_ev": [0.6, -6.3], "homo_lumo_gap_ev": [1.57, 8.40], "charge": -1, "species": ["C", "C", "C", "O", "H", "H", "H", "H", "H", "H", "H", "H", "C", "C", "C", "O", "H", "H", "H", "H", "H", "H", "H", "H", "C", "C", "C", "O", "H", "H", "H", "H", "H", "H", "H", "H", "C", "C", "C", "O", "H", "H", "H", "H", "H", "H", "H", "H", "C", "C", "C", "O", "H", "H", "H", "H", "H", "H", "H", "H", "C", "C", "C", "O", "H", "H", "H", "H", "H", "H", "H", "H", "C", "C", "C", "O", "H", "H", "H", "H", "H", "H", "H", "H", "C", "C", "C", "O", "H", "H", "H", "H", "H", "H", "H", "H", "C", "C", "C", "O", "H", "H", "H", "H", "H", "H", "H", "H", "C", "C", "C", "O", "H", "H", "H", "H", "H", "H", "H", "H", "C", "C", "C", "C", "C", "C", "N", "O", "C", "C", "C", "H", "H", "H", "H", "H", "H", "H", "H", "H", "H", "H", "H", "H", "H", "H", "H", "H", "H", "H"], "positions_angstrom": [[-4.36, -14.91, 15.92], [-4.23, -15.47, 14.60], [-3.04, -16.44, 14.44], [-5.42, -16.09, 14.21], [-3.49, -14.28, 16.10], [-4.21, -15.76, 16.59], [-5.32, -14.50, 16.22], [-4.13, -14.62, 13.91], [-2.88, -16.94, 13.48], [-3.24, -17.35, 15.01], [-2.02, -16.25, 14.77], [-5.25, -16.99, 14.48], [-10.81, -11.21, 17.58], [-11.71, -11.02, 18.71], [-12.49, -12.30, 19.12], [-11.00, -10.49, 19.78], [-11.36, -11.48, 16.68], [-10.25, -12.09, 17.88], [-10.16, -10.35, 17.47], [-12.43, -10.23, 18.54], [-12.47, -12.36, 20.21], [-12.17, -13.24, 18.66], [-13.55, -12.34, 18.87], [-10.75, -9.62, 19.46], [-8.16, -13.29, 23.79], [-8.96, -14.22, 22.93], [-9.74, -13.61, 21.80], [-8.18, -15.20, 22.28], [-7.52, -13.83, 24.49], [-8.86, -12.70, 24.38], [-7.52, -12.75, 23.10], [-9.64, -14.75, 23.60], [-10.10, -12.64, 22.12], [-10.52, -14.31, 21.52], [-9.11, -13.34, 20.95], [-8.67, -15.58, 21.55], [-10.21, -8.63, 22.66], [-8.88, -7.97, 23.18], [-7.64, -8.53, 22.40], [-9.05, -6.60, 23.02], [-10.93, -8.16, 23.32], [-10.26, -9.71, 22.83], [-10.38, -8.56, 21.59], [-8.68, -8.28, 24.20], [-7.35, -9.56, 22.58], [-6.79, -7.91, 22.70], [-7.83, -8.28, 21.35], [-8.49, -6.10, 22.42], [-2.61, -16.91, 19.11], [-2.16, -15.45, 19.33], [-0.89, -15.19, 18.42], [-3.17, -14.62, 18.88], [-3.68, -17.14, 19.09], [-2.17, -17.73, 19.69], [-2.38, -17.33, 18.13], [-1.92, -15.34, 20.39], [-0.22, -16.04, 18.47], [-0.37, -14.25, 18.58], [-1.26, -15.19, 17.39], [-3.20, -13.84, 19.44], [-8.14, -8.33, 15.89], [-8.12, -7.47, 14.68], [-8.42, -5.95, 14.93], [-6.78, -7.46, 14.34], [-7.44, -7.87, 16.58], [-7.70, -9.27, 15.57], [-9.10, -8.27, 16.41], [-8.86, -7.77, 13.94], [-9.29, -5.67, 15.53], [-8.45, -5.32, 14.04], [-7.59, -5.53, 15.50], [-6.57, -8.30, 13.92], [-7.72, -13.21, 14.36], [-8.88, -13.86, 13.73], [-8.88, -15.35, 14.05], [-10.12, -13.30, 14.06], [-7.60, -12.14, 14.24], [-6.83, -13.67, 13.94], [-7.64, -13.61, 15.37], [-8.69, -13.71, 12.66], [-7.93, -15.82, 13.77], [-9.58, -15.90, 13.42], [-9.11, -15.45, 15.11], [-10.19, -12.35, 13.91], [-5.31, -10.59, 17.33], [-6.27, -11.10, 18.38], [-6.38, -12.63, 18.52], [-5.73, -10.77, 19.62], [-4.30, -10.95, 17.48], [-5.38, -9.51, 17.17], [-5.69, -10.87, 16.35], [-7.25, -10.70, 18.13], [-6.70, -13.18, 17.63], [-6.96, -12.93, 19.39], [-5.40, -13.02, 18.79], [-6.48, -10.94, 20.20], [-11.24, -15.80, 18.26], [-10.09, -16.74, 18.68], [-8.74, -16.21, 18.36], [-9.99, -16.91, 20.10], [-11.33, -15.58, 17.20], [-11.12, -14.83, 18.75], [-12.22, -16.10, 18.64], [-10.18, -17.74, 18.23], [-8.67, -15.14, 18.57], [-8.60, -16.46, 17.31], [-7.98, -16.77, 18.90], [-9.32, -17.55, 20.35], [-3.80, -5.12, 19.43], [-4.81, -5.96, 18.62], [-5.01, -7.36, 19.19], [-6.09, -5.34, 18.62], [-4.02, -5.21, 20.49], [-3.96, -4.06, 19.24], [-2.75, -5.42, 19.36], [-4.46, -6.18, 17.61], [-5.65, -7.85, 18.46], [-5.68, -7.31, 20.05], [-4.08, -7.77, 19.59], [-6.02, -4.52, 18.12], [-1.30, -10.93, 19.01], [-1.04, -10.72, 20.51], [0.01, -9.57, 20.65], [0.12, -9.14, 22.08], [-1.22, -8.65, 22.56], [-2.40, -9.68, 22.44], [-2.31, -10.34, 21.12], [-3.40, -11.24, 20.93], [-2.21, -10.73, 23.64], [-3.71, -8.92, 22.64], [-0.40, -12.06, 21.09], [-2.25, -11.41, 18.75], [-0.41, -11.30, 18.50], [-1.52, -10.00, 18.49], [0.96, -9.92, 20.23], [-0.19, -8.70, 20.03], [0.87, -8.37, 22.27], [0.48, -9.93, 22.74], [-1.49, -7.64, 22.25], [-1.12, -8.48, 23.63], [-2.88, -11.59, 23.59], [-1.22, -11.16, 23.77], [-2.45, -10.24, 24.59], [-4.58, -9.52, 22.92], [-3.56, -8.07, 23.31], [-4.07, -8.46, 21.72], [-1.05, -12.90, 21.36], [0.16, -11.90, 22.01], [0.24, -12.47, 20.31], [-4.00, -10.69, 20.40]]}


no.,molecular weight (Da),E (eV)
1,330.365,-57228.2683
2,470.594,-49417.1017
3,834.073,-99966.8751
4,758.217,-66054.4941